1.
124
Properties=species:S:1:pos:R:3:forces:R:3:mulliken_charge:R:1 method="wB97M-V/def2-TZVPD" total_charge=+1 e_above_lowest_kcal_mol=0.0 gap_ev=5.7314 lumo_energy_ev=-3.278 energy_ha=-3763.9358
C -0.094041 -1.025951 7.325694 -0.03 -0.22 -0.02 -0.74
C 1.239209 -1.304476 7.015093 -0.03 0.27 0.18 -0.47
C 1.959012 -0.460586 6.166598 -0.43 -0.18 0.14 -0.53
C 1.275475 0.610879 5.603088 -0.06 -0.22 -1.16 0.22
O 1.770801 1.216861 4.435320 0.84 0.38 0.62 -0.31
P 2.226793 0.449931 3.074903 -0.02 0.38 -0.11 1.27
O 2.710338 1.734660 2.203700 -0.30 0.21 0.23 -0.13
C 3.178898 2.967159 2.683187 0.10 -0.29 0.08 0.41
C 4.556707 3.151307 2.770038 -0.39 0.18 0.16 -0.34
C 5.025531 4.367027 3.266387 -0.15 -0.05 -0.12 -0.53
C 4.124001 5.372472 3.625068 0.04 0.02 0.03 -0.63
C 2.745241 5.173969 3.494172 0.12 -0.17 -0.09 -0.55
C 2.257283 3.957372 3.016020 0.37 0.00 -0.02 -0.41
O 3.618258 -0.260065 3.530560 0.84 0.15 0.33 -0.43
C 4.709258 -0.610278 2.728850 -0.72 0.31 0.47 0.10
C 5.800871 -1.171341 3.391686 0.11 0.05 -0.37 -0.41
C 6.948012 -1.465768 2.651614 -0.32 0.05 0.03 -0.53
C 6.982133 -1.207601 1.278205 0.01 0.00 -0.17 -0.61
C 5.865149 -0.670904 0.635066 -0.20 -0.08 0.42 -0.91
C 4.703993 -0.373197 1.361587 0.50 -0.21 -0.35 0.35
Pd 0.663745 -0.847325 2.120722 0.24 0.82 0.44 -0.39
P -1.428898 0.000962 2.419200 -0.36 -0.93 0.52 0.22
O -2.180035 -0.541146 3.764784 -0.12 0.08 0.20 -0.16
C -3.511516 -0.517526 4.222108 0.52 0.33 -0.21 -0.02
C -4.122095 -1.739108 4.484321 -0.09 0.11 -0.25 -0.29
C -5.476147 -1.752206 4.815525 0.22 0.17 0.10 -0.54
C -6.181252 -0.549942 4.920795 -0.12 -0.04 -0.11 -0.58
C -5.527325 0.669066 4.731977 0.18 -0.06 0.18 -0.73
C -4.161193 0.695584 4.440231 -0.12 -0.28 -0.15 -0.40
O -1.628935 1.624626 2.461397 -0.25 0.58 -0.50 0.27
C -2.350197 2.390403 1.523205 0.16 -0.72 0.48 -0.07
C -3.500565 3.034868 1.963935 -0.06 -0.02 -0.39 -0.36
C -4.337401 3.623596 1.012969 0.31 0.10 0.08 -0.82
C -3.961165 3.645103 -0.331160 -0.17 -0.05 -0.11 -0.72
C -2.753093 3.073321 -0.737755 0.15 -0.01 0.18 -0.65
C -1.931999 2.434092 0.194514 -0.29 0.23 0.04 -0.10
O -2.500330 -0.365666 1.241463 -0.66 -0.01 -0.69 0.73
C -3.504291 -1.340649 1.207364 0.34 0.73 0.09 0.50
C -4.823150 -0.892131 1.163177 0.15 -0.45 0.19 -0.58
C -5.835518 -1.846125 1.255888 0.06 0.26 -0.19 -0.69
C -5.518076 -3.201968 1.326717 -0.03 -0.27 0.09 -0.62
C -4.187679 -3.625055 1.286564 -0.05 0.13 -0.16 -0.68
C -3.162465 -2.683683 1.196424 -0.19 -0.05 0.13 -0.20
C 0.256851 -1.391245 -0.906337 -0.50 0.90 -1.39 1.51
C 1.115879 -2.235620 -0.112244 0.72 -1.06 1.58 1.11
C 0.632668 -2.717853 1.175004 0.20 -1.27 -1.08 -0.73
C 1.557482 -3.336875 2.087261 -0.84 0.54 -0.72 -0.17
C 2.837264 -3.658751 1.652734 0.28 0.32 0.04 -0.95
C 3.268859 -3.253791 0.386225 0.17 -0.49 -0.27 -0.50
C 2.437148 -2.553399 -0.480809 -0.23 0.20 0.41 -1.38
C 0.623535 -0.746791 -2.045175 0.05 -0.90 0.83 -1.12
C -0.153851 0.353200 -2.670391 0.32 0.53 0.99 0.10
C 0.002729 1.002617 6.013714 0.07 -0.49 -0.13 -0.38
C -0.702054 0.133054 6.842483 0.18 0.28 0.22 -0.24
H -0.667760 -1.724369 7.939773 0.22 0.26 -0.17 0.39
H 1.727279 -2.190354 7.419297 -0.14 0.21 -0.03 0.41
H 3.000051 -0.652030 5.917656 -0.34 -0.03 -0.14 0.53
H 5.225441 2.349983 2.456666 -0.15 0.18 0.15 0.40
H 6.101476 4.511447 3.363824 -0.30 0.10 -0.01 0.39
H 4.506381 6.320846 4.004922 -0.15 -0.26 -0.09 0.36
H 2.037403 5.958001 3.766625 0.27 -0.17 -0.06 0.39
H 1.190373 3.768399 2.893546 0.30 0.01 0.10 0.41
H 5.738336 -1.353628 4.464738 0.05 0.08 -0.31 0.42
H 7.813208 -1.894680 3.155906 -0.19 0.11 -0.16 0.40
H 7.880702 -1.432745 0.699955 -0.26 0.08 0.22 0.38
H 5.876361 -0.476099 -0.435611 0.08 -0.07 0.19 0.39
H 3.818461 0.016973 0.861797 0.31 -0.03 0.18 0.40
H -3.535394 -2.652353 4.384306 -0.22 0.22 -0.05 0.43
H -5.972688 -2.707800 4.984122 0.08 0.28 0.00 0.44
H -7.245649 -0.567816 5.164521 0.34 0.03 -0.10 0.39
H -6.069470 1.612770 4.823151 0.13 -0.32 0.10 0.44
H -3.595761 1.624709 4.384301 -0.22 -0.34 -0.11 0.82
H -3.738984 3.056103 3.026152 -0.01 -0.09 -0.42 0.49
H -5.277476 4.067835 1.341191 0.27 -0.02 -0.17 0.44
H -4.614093 4.117239 -1.068299 0.21 -0.13 0.23 0.42
H -2.431975 3.125239 -1.781540 -0.14 0.05 0.31 0.57
H -0.975665 1.992958 -0.090669 -0.27 0.01 0.14 0.68
H -5.014029 0.178137 1.095470 -0.02 -0.24 0.15 0.45
H -6.874856 -1.512290 1.276187 0.29 -0.20 -0.03 0.46
H -6.317880 -3.940923 1.409693 0.26 0.24 -0.02 0.39
H -3.930101 -4.684232 1.321118 -0.18 0.26 -0.03 0.44
H -2.113142 -2.974816 1.136049 -0.54 0.05 0.15 0.20
H -0.754074 -1.233848 -0.504651 0.36 0.18 -0.05 0.41
H -0.427604 -2.951880 1.272508 0.37 0.24 0.09 -0.14
H 1.193132 -3.605269 3.079149 0.12 -0.23 -0.33 0.46
H 3.506500 -4.241350 2.294421 -0.21 0.40 -0.18 0.40
H 4.282706 -3.509213 0.062190 -0.39 0.10 0.13 0.38
H 2.812588 -2.243590 -1.456973 0.03 -0.03 0.33 0.33
H 1.582179 -0.984254 -2.512907 -0.12 0.26 0.37 0.37
H -1.008057 0.621341 -2.036892 0.35 -0.06 -0.25 -1.07
H 0.469477 1.268117 -2.738743 -0.26 -0.45 -0.06 0.56
H -0.438800 1.916737 5.619209 0.06 -0.33 -0.09 0.36
H -1.737028 0.367864 7.091815 0.27 -0.10 0.04 0.44
O -2.081523 2.545189 -4.220059 -1.77 -0.82 -0.30 -0.74
C -3.226722 2.162242 -4.511972 1.20 0.35 0.61 0.46
C -4.212012 2.774122 -5.416556 -0.17 0.53 -0.64 0.09
C -5.183571 1.820915 -5.690542 -0.42 0.25 -0.80 0.24
C -6.184884 2.045919 -6.622227 0.02 0.10 0.16 -0.54
C -6.239800 3.312138 -7.224287 0.31 0.13 0.20 -0.45
C -5.271444 4.293345 -6.924905 -0.12 -0.37 0.06 -0.58
C -4.217479 4.016683 -6.038702 -0.14 -0.12 0.11 -0.34
C -4.872215 0.589082 -4.939058 -0.66 -1.19 0.03 0.20
O -5.342391 -0.535107 -5.026731 0.81 1.67 0.35 -0.62
N -3.812295 0.969904 -4.086298 0.83 -0.63 0.41 0.56
C -3.075606 -0.024889 -3.296173 -0.39 0.43 -0.45 -0.39
C -1.974955 -0.649332 -4.147069 0.12 0.09 -0.15 -0.03
C -1.625465 -2.110041 -3.927545 -0.02 -0.13 0.22 -0.80
C -0.230060 -2.254364 -4.582329 0.00 -0.61 0.12 -0.60
C 0.272572 -0.836305 -4.868870 -0.32 0.54 -0.07 -0.84
N -0.636038 0.078301 -4.043575 -0.22 -0.14 -1.04 0.24
H -6.889547 1.243458 -6.839946 0.07 0.34 -0.05 0.48
H -7.038396 3.544987 -7.933377 0.32 -0.09 0.25 0.40
H -5.345092 5.275516 -7.396794 0.08 -0.35 0.14 0.42
H -3.427487 4.731900 -5.808427 -0.29 -0.08 -0.18 0.50
H -2.702182 0.483125 -2.400412 -0.23 -0.27 -0.19 -0.67
H -3.795370 -0.789778 -2.990850 0.14 0.11 -0.07 0.45
H -2.225252 -0.521542 -5.212526 -0.13 -0.03 0.31 0.71
H -1.595997 -2.343209 -2.852542 0.04 0.06 -0.35 0.07
H -2.391339 -2.751868 -4.389421 0.31 0.25 0.15 0.57
H 0.445101 -2.805937 -3.919987 -0.10 0.19 -0.14 0.33
H -0.298974 -2.820896 -5.517672 0.06 0.17 0.18 0.40
H 1.324398 -0.637084 -4.634169 -0.38 -0.06 -0.06 0.43
H 0.072924 -0.565586 -5.913132 0.19 0.00 0.26 0.44
H -0.768122 1.001453 -4.493284 0.06 -0.38 0.22 0.57

=====

2.
23
Properties=species:S:1:pos:R:3:forces:R:3:mulliken_charge:R:1 method="wB97M-V/def2-TZVPD" total_charge=0 e_above_lowest_kcal_mol=54.0 gap_ev=8.8670 lumo_energy_ev=0.821 energy_ha=-384.5458
C -2.775797 -0.537615 -0.309357 -2.81 1.00 -1.76 -1.04
C -1.442871 -1.054949 -0.427252 3.66 -3.39 2.07 0.69
C -0.818637 -2.247028 0.306774 0.59 6.98 -7.04 -0.68
N 0.416139 -2.231110 -0.314826 2.96 -0.77 0.78 -0.09
C 0.631853 -1.121615 -1.166779 -1.19 -2.66 0.84 -0.29
N -0.549382 -0.480131 -1.268526 1.60 -0.23 -0.03 -0.54
H -2.880951 0.321738 -1.080399 0.22 -0.88 1.82 0.28
H -3.142278 -0.312524 0.720295 0.37 0.07 -0.90 0.28
H -3.473067 -1.272356 -0.784963 0.21 0.29 0.73 0.31
H -1.209667 -2.743609 1.071705 -0.96 -2.50 2.84 0.53
H 1.249495 -2.889436 -0.125430 -2.19 1.44 -0.15 0.25
H 1.675668 -1.111894 -1.678052 -2.48 0.60 0.69 0.29
C 2.048175 2.421462 -0.279492 -1.35 -0.22 1.06 -1.14
C 0.926996 1.711308 0.669017 1.36 2.87 1.50 0.06
C 1.014842 2.378596 2.168528 0.29 -2.42 -1.72 -1.41
H 2.229178 3.560859 -0.248635 -0.49 -1.94 0.44 0.31
H 2.905574 1.830550 -0.045587 1.27 0.31 0.32 0.32
H 1.863395 2.142157 -1.295914 -0.44 0.06 -0.81 0.34
H -0.083850 1.956029 0.297836 0.49 -0.76 0.04 0.25
H 1.190213 0.627498 0.775077 -0.70 1.00 -0.39 0.12
H 0.955758 3.415814 2.218580 -0.14 1.99 -0.58 0.40
H 0.224302 2.030229 2.793273 -0.80 -0.55 0.36 0.39
H 1.921567 2.122674 2.697051 0.52 -0.30 -0.11 0.36

=====

3.
23
Properties=species:S:1:pos:R:3:forces:R:3:mulliken_charge:R:1 method="wB97M-V/def2-TZVPD" total_charge=+1 e_above_lowest_kcal_mol=14.3 gap_ev=11.5223 lumo_energy_ev=-3.281 energy_ha=-329.8580
C -0.509285 -1.761282 -0.900470 0.20 0.64 -0.69 -0.62
C -0.226180 -0.483618 -1.703080 -0.88 0.12 0.31 -0.80
C 0.152656 0.744534 -0.871035 0.64 -0.30 -0.39 -0.64
C 1.287139 0.486515 0.114613 -0.54 -0.71 1.60 -0.20
C 2.065221 1.723822 0.572703 0.28 0.02 -0.23 -1.24
N -1.393562 -1.494397 0.273538 0.11 0.08 -0.21 -0.17
H 0.429971 -2.200161 -0.586985 -0.10 -0.22 0.37 0.37
H -1.051121 -2.426150 -1.561048 0.06 -0.46 0.12 0.38
H 0.515552 -0.789891 -2.427406 0.44 0.22 -0.15 0.35
H -1.112856 -0.206577 -2.286729 0.03 -0.22 0.00 0.37
H 0.517012 1.515498 -1.538542 -0.12 0.16 -0.40 0.46
H -0.763639 1.161366 -0.440283 0.19 0.02 0.32 0.25
H 0.898760 -0.004030 1.022626 -0.24 0.16 0.06 0.17
H 1.926816 -0.329782 -0.218021 0.38 0.37 -0.67 0.43
H 3.135662 1.529327 0.561961 0.07 0.11 -0.34 0.32
H 1.900210 2.062546 1.597561 -0.52 -0.17 -0.09 0.31
H 1.820387 2.543634 -0.102652 0.34 0.17 0.10 0.32
H -1.594357 -2.337390 0.819177 -0.15 0.16 -0.24 0.38
H -1.042952 -0.768928 0.929970 -0.05 -0.07 -0.11 0.19
H -2.253220 -1.078768 -0.093184 -0.20 -0.28 0.32 0.38
H -1.277645 1.341429 1.930348 -0.26 -0.09 -0.13 0.33
H -1.649653 0.263224 2.918620 -0.27 0.02 -0.12 0.33
O -1.774917 0.509079 1.988321 0.62 0.29 0.55 -0.67

=====

4.
14
Properties=species:S:1:pos:R:3:forces:R:3:mulliken_charge:R:1 method="wB97M-V/def2-TZVPD" total_charge=0 e_above_lowest_kcal_mol=98.8 gap_ev=9.0890 lumo_energy_ev=0.427 energy_ha=-721.8052
C 0.556951 -1.280888 -0.028668 0.80 -1.29 -1.47 0.59
C 1.932104 0.618177 0.244785 0.18 -1.30 0.90 -0.81
C 1.193376 -0.307124 -0.668446 -0.65 -0.59 -1.21 -0.59
N 0.115797 -2.340333 0.383244 1.83 0.20 -0.45 -0.59
O -2.031281 -0.637273 0.700798 -0.42 -1.40 0.99 -0.61
O -2.601797 1.461659 -0.411754 1.70 1.18 0.89 -0.49
S -1.478008 0.250639 -0.294513 -1.29 2.05 -0.48 0.55
H -0.761313 1.162924 0.435693 0.26 -0.17 -0.38 0.12
H 2.222642 -0.079315 1.076582 0.19 1.24 -0.39 0.28
H 1.269900 1.357537 0.630343 -0.57 0.74 0.55 0.22
H 2.769792 1.167729 -0.121260 0.74 -0.08 -0.59 0.34
H 0.986450 -0.223234 -1.803088 0.54 0.07 2.15 0.32
H -3.361842 1.173174 -0.855104 -1.80 -0.83 -1.20 0.32
H -0.812777 -2.323668 0.711391 -1.53 0.16 0.70 0.35

=====

5.
60
Properties=species:S:1:pos:R:3:forces:R:3:mulliken_charge:R:1 method="wB97M-V/def2-TZVPD" total_charge=+2 e_above_lowest_kcal_mol=27.7 gap_ev="7.1909 / 3.7457" spin_multiplicity=4 lumo_energy_ev="-7.167 / -10.570" energy_ha=-1546.3579 s2=3.91
P -0.795273 -2.266837 -3.963173 -0.97 -2.10 -2.52 1.21
P -0.930706 0.338429 -4.739009 1.28 3.75 -5.31 0.72
C -1.494872 -2.046988 -5.679980 0.89 -1.68 1.31 -0.87
C -0.454608 -1.009792 -5.997376 -1.57 0.41 -0.15 -0.84
H -2.506768 -1.611177 -5.611683 0.47 -0.39 -0.39 0.26
H -1.427225 -2.983895 -6.256000 -0.36 0.35 0.15 0.44
H 0.610555 -1.118182 -5.741941 -0.43 -0.90 -0.15 0.30
H -0.491620 -0.832468 -7.076131 -0.02 0.65 0.37 0.57
C -2.141490 1.472994 -5.660310 -1.70 -0.06 -0.09 -1.29
H -1.848918 2.539456 -5.564168 0.11 -0.76 0.22 0.33
H -3.193957 1.423668 -5.301332 0.67 -0.14 -0.07 0.35
H -2.185687 1.275209 -6.752965 0.22 -0.14 0.70 0.39
C 0.356893 1.214825 -6.064964 1.41 1.09 0.31 -1.62
H 0.117881 1.010378 -7.127655 -0.67 -0.04 0.92 0.52
H 1.355634 0.785295 -5.996047 0.11 -0.07 0.27 0.51
H 0.509463 2.296245 -6.056283 -0.36 0.00 0.69 0.38
C -3.259673 -2.892864 -3.103042 -0.96 -1.41 -0.14 -1.06
H -3.659194 -3.361433 -2.159463 0.40 0.99 -0.71 0.29
H -2.852525 -3.813993 -3.617281 -0.15 1.03 0.32 0.40
H -4.152206 -2.624581 -3.719369 0.72 0.35 0.36 0.36
C 0.531819 -3.343311 -4.339506 0.72 -0.74 0.53 -1.21
H 1.390638 -2.699151 -4.616588 -0.31 -0.75 0.10 0.39
H 0.158696 -3.956031 -5.162403 0.53 -0.02 -0.05 0.45
H 0.768597 -3.978933 -3.486559 0.30 0.05 -0.02 0.47
Tc -1.909328 -1.196309 -2.634122 -0.91 0.16 4.74 0.18
C 1.362030 4.092554 -3.907537 -0.03 -0.32 -0.08 -0.80
C 0.289575 3.396549 -3.468059 0.34 1.83 -1.04 -0.11
C 0.416542 2.350928 -2.424761 -0.72 0.64 0.72 -0.77
C 1.595844 1.301621 -2.571456 -0.81 -1.98 -0.95 0.06
C 2.576655 1.187895 -3.771449 -3.09 -0.62 2.72 -0.14
C 3.625737 2.017778 -3.887340 1.71 2.87 0.38 -0.62
C 3.771260 3.426677 -3.375481 -0.73 -0.37 -0.65 -0.66
C 2.533921 4.200828 -2.962004 -0.67 -0.94 0.80 -0.58
C -1.315908 -2.759742 -1.323857 0.47 -1.98 1.91 -1.50
H 1.475142 4.385113 -4.967303 -0.49 0.90 0.83 0.40
H -0.727843 3.677531 -3.831439 0.93 -0.98 -0.29 0.67
H -0.570780 1.845512 -2.562646 1.02 -0.18 1.00 0.15
H 0.532020 2.768497 -1.394372 -0.51 -0.42 -0.66 0.59
H 2.157352 1.200523 -1.629425 0.09 0.46 -0.30 0.66
H 0.989294 0.361253 -2.619757 0.82 0.37 0.11 -0.43
H 2.447752 0.291728 -4.354996 0.29 0.05 -0.35 0.73
H 4.503217 1.702956 -4.391765 0.76 -0.62 -0.60 0.54
H 4.238280 3.989512 -4.205647 0.64 -0.31 0.60 0.43
H 4.371652 3.410126 -2.440875 0.61 -0.21 -0.69 0.39
H 2.134780 3.768284 -2.018864 0.62 0.53 -0.33 0.22
H 2.864225 5.222952 -2.687276 -0.46 -0.37 -0.58 0.44
H -0.457404 -2.456781 -0.714132 -0.12 0.55 -0.16 0.53
H -1.006429 -3.807523 -1.608219 -0.39 1.08 -0.72 0.46
H -2.108297 -3.049621 -0.558670 0.50 1.07 -1.02 0.44
C -0.896232 -0.103913 1.374942 0.62 -0.14 -0.37 -1.34
C -2.140780 -0.087997 0.477855 0.26 0.07 1.74 0.51
C -2.841468 1.189255 0.874022 -0.65 0.49 -0.26 -1.39
O -1.960968 -0.096947 -0.952535 -0.26 -0.93 -0.43 -0.75
H -0.202884 0.668937 1.063290 0.21 0.34 0.01 0.24
H -0.347783 -1.035104 1.382134 0.10 -0.43 -0.19 0.34
H -1.171601 0.087567 2.427913 -0.07 -0.03 -0.62 0.43
H -2.719963 -0.914616 0.914826 -0.32 -0.31 -1.16 0.19
H -2.218551 2.004136 0.530167 0.20 0.47 0.16 0.33
H -3.763089 1.276012 0.323813 -0.58 0.10 -0.09 0.35
H -3.057128 1.306468 1.961467 0.30 -0.34 -0.87 0.40

=====

6.
11
Properties=species:S:1:pos:R:3:forces:R:3:mulliken_charge:R:1 method="wB97M-V/def2-TZVPD" total_charge=+1 e_above_lowest_kcal_mol=89.7 gap_ev="5.6667 / 4.3623" spin_multiplicity=6 lumo_energy_ev="-5.353 / -6.049" energy_ha=-1531.0826 s2=8.91
C -2.430683 -0.650405 -0.379242 -4.25 -0.11 -1.82 -0.67
H -3.429542 -0.870304 -0.775925 -0.82 1.55 -0.53 0.36
H -1.964964 1.333086 0.889763 -0.06 -0.08 0.17 0.29
H -2.129569 -1.666678 -0.670058 0.65 -0.12 1.70 0.36
C -1.853767 0.271820 0.661376 1.47 -0.77 -1.22 -0.60
C -0.685624 -0.307337 0.234938 3.46 1.80 2.62 0.61
C 0.595733 -0.573512 0.171933 -3.31 0.69 -0.39 -0.49
C 1.567262 -1.343867 -0.216807 2.70 -0.98 -1.30 0.63
O 2.516562 -1.907457 -0.594115 -2.15 0.98 0.98 -0.28
Fe 1.141595 2.361787 -0.928128 -0.02 -0.34 0.13 0.29
H -3.229561 0.354243 0.265600 2.33 -2.62 -0.36 0.51

=====

Across the entries above, max |F| takes the values 2.03 9.93 1.83 2.48 6.63 4.70 eV/Å, respectively.